Record 1
Formula: CH2NO3S
Source: OMol25
Level of theory: ωB97M-V/def2-TZVPD

Geometry as ORCA input:
```
! wB97M-V def2-TZVPD RIJCOSX def2/J DEFGRID3
* xyz -1 1
S 1.200 -1.340 -0.134
O -1.846 0.668 -0.026
O -2.364 -1.592 0.355
O 0.828 0.515 1.624
N 0.226 -0.752 1.024
C -1.868 -0.523 0.204
H 0.132 1.180 1.738
H 0.783 -0.827 -1.399
*
```

LUMO: 3.9 eV
relative energy (zero: lowest compared OMol25 entry of this formula, charge and spin): 2.695 eV
E: -19536.2070 eV
E_HOMO: -3.181 eV
Kohn-Sham gap: 7.06 eV

Quick look at the Löwdin charges, all values in e:
1. S 0.499
2. O 0.043
3. O 0.085
4. O -0.299
5. N -0.648
6. C -0.513
7. H 0.019
8. H -0.186

***

Record 2
Formula: CH2NO3S
Source: OMol25
Level of theory: ωB97M-V/def2-TZVPD

Geometry as ORCA input:
```
! wB97M-V def2-TZVPD RIJCOSX def2/J DEFGRID3
* xyz -1 1
S -3.240 -0.017 0.015
O -2.610 1.130 0.598
O -4.094 -0.854 0.850
O -3.553 0.247 -1.393
N -0.680 -1.313 -0.275
C 0.193 -0.470 -0.039
H 1.138 -0.622 0.614
H 0.121 0.560 -0.433
*
```

LUMO (alpha / beta): 3.4 / 4.0 eV
relative energy (zero: lowest compared OMol25 entry of this formula, charge and spin): 3.283 eV
E: -19535.6193 eV
E_HOMO (alpha / beta): -2.561 / -5.007 eV
Kohn-Sham gap (alpha / beta): 5.96 / 9.02 eV

Quick look at the Löwdin charges, all values in e:
1. S 0.462
2. O -0.419
3. O -0.408
4. O -0.427
5. N -0.001
6. C -0.305
7. H 0.057
8. H 0.043

***

Record 3
Formula: CH2NO3S
Source: OMol25
Level of theory: ωB97M-V/def2-TZVPD

Geometry as ORCA input:
```
! wB97M-V def2-TZVPD RIJCOSX def2/J DEFGRID3
* xyz -1 1
S 0.144 0.619 0.507
O 0.304 -1.754 -1.141
O -0.467 -0.725 1.612
O 1.434 0.118 -1.836
N -1.075 1.379 -0.044
C 0.768 -0.653 -1.249
H -1.479 2.144 0.406
H 0.372 -1.128 1.745
*
```

LUMO: 3.9 eV
relative energy (zero: lowest compared OMol25 entry of this formula, charge and spin): 1.634 eV
E: -19537.2686 eV
E_HOMO: -2.966 eV
Kohn-Sham gap: 6.83 eV

Quick look at the Löwdin charges, all values in e:
1. S 0.777
2. O 0.019
3. O -0.448
4. O 0.006
5. N -0.460
6. C -0.733
7. H -0.099
8. H -0.061

***

Record 4
Formula: CH2NO3S
Source: OMol25
Level of theory: ωB97M-V/def2-TZVPD

Geometry as ORCA input:
```
! wB97M-V def2-TZVPD RIJCOSX def2/J DEFGRID3
* xyz -1 1
S -0.517 -0.340 1.037
O 0.885 0.226 1.057
O -0.445 -1.287 -0.408
O -0.967 -1.379 2.014
N 0.830 1.255 -0.973
C -0.015 0.723 -1.588
H 0.730 1.182 0.011
H -0.502 -0.380 -1.149
*
```

LUMO: 4.2 eV
relative energy (zero: lowest compared OMol25 entry of this formula, charge and spin): 3.429 eV
E: -19535.4728 eV
E_HOMO: -4.031 eV
Kohn-Sham gap: 8.27 eV

Quick look at the Löwdin charges, all values in e:
1. S 0.637
2. O -0.522
3. O -0.453
4. O -0.541
5. N 0.070
6. C -0.033
7. H -0.076
8. H -0.083

***

Record 5
Formula: CH2NO4S
Source: OMol25
Level of theory: ωB97M-V/def2-TZVPD

Geometry as ORCA input:
```
! wB97M-V def2-TZVPD RIJCOSX def2/J DEFGRID3
* xyz -1 1
S 0.621 -0.814 1.294
O -2.201 0.860 -0.138
O 1.136 -2.162 0.947
O -0.558 2.195 -0.631
O 1.699 0.162 1.554
N -1.054 1.114 -0.434
C 0.043 -0.297 -0.527
H -0.567 -1.087 -0.940
H 0.881 0.028 -1.125
*
```

LUMO: 4.1 eV
relative energy (zero: lowest compared OMol25 entry of this formula, charge and spin): 4.148 eV
E: -21582.5442 eV
E_HOMO: -3.920 eV
Kohn-Sham gap: 8.00 eV

Quick look at the Löwdin charges, all values in e:
1. S 0.593
2. O -0.006
3. O -0.584
4. O 0.009
5. O -0.573
6. N -0.411
7. C -0.120
8. H 0.042
9. H 0.052

***

Record 6
Formula: CH2NOS3
Source: OMol25
Level of theory: ωB97M-V/def2-TZVPD

Geometry as ORCA input:
```
! wB97M-V def2-TZVPD RIJCOSX def2/J DEFGRID3
* xyz -1 1
S 1.111 0.738 0.998
S 0.185 -1.986 -1.252
S 0.231 0.648 -2.905
O -1.347 0.075 0.972
N -0.464 0.872 0.237
C 0.207 -0.494 -1.804
H 0.812 0.752 2.303
H -0.735 -0.606 1.451
*
```

LUMO (alpha / beta): 3.4 / 3.4 eV
relative energy (zero: lowest compared OMol25 entry of this formula, charge and spin): 4.468 eV
E: -37110.3141 eV
E_HOMO (alpha / beta): -2.322 / -2.309 eV
Kohn-Sham gap (alpha / beta): 5.68 / 5.66 eV

Quick look at the Löwdin charges, all values in e:
1. S 0.506
2. S 0.523
3. S 0.511
4. O -0.336
5. N -0.590
6. C -1.430
7. H -0.216
8. H 0.032

***

Record 7
Formula: CH2O2
Source: OMol25
Level of theory: ωB97M-V/def2-TZVPD

Geometry as ORCA input:
```
! wB97M-V def2-TZVPD RIJCOSX def2/J DEFGRID3
* xyz 0 1
O 9.721 1.773 5.706
O 10.102 0.568 3.719
C 10.118 1.147 4.743
H -14.920 -1.573 -6.758
H -15.021 -1.915 -7.410
*
```

LUMO: 0.1 eV
relative energy (zero: lowest compared OMol25 entry of this formula, charge and spin): 0.552 eV
SMILES: [H][H].O=C=O
E: -5163.8621 eV
E_HOMO: -12.896 eV
Kohn-Sham gap: 13.00 eV

Quick look at the Löwdin charges, all values in e:
1. O 0.145
2. O 0.190
3. C -0.336
4. H 0.000
5. H 0.000

***

Record 8
Formula: CH2O2S
Source: OMol25
Level of theory: ωB97M-V/def2-TZVPD

Geometry as ORCA input:
```
! wB97M-V def2-TZVPD RIJCOSX def2/J DEFGRID3
* xyz 0 1
S -1.932 -0.970 0.014
O -1.033 1.322 0.134
O -2.428 1.017 -0.113
C -0.454 0.062 0.170
H 0.255 -0.228 1.000
H 0.174 -0.064 -0.651
*
```

LUMO: -1.9 eV
relative energy (zero: lowest compared OMol25 entry of this formula, charge and spin): 6.176 eV
SMILES: C1OOS1
E: -15993.7598 eV
E_HOMO: -9.222 eV
Kohn-Sham gap: 7.31 eV

Quick look at the Löwdin charges, all values in e:
1. S 0.897
2. O -0.217
3. O -0.276
4. C -0.553
5. H 0.103
6. H 0.046